Here is a gas-phase ion, C3H7NOS (charge -2) in a non-equilibrium geometry from OMol25. Energies are from ωB97M-V with the def2-TZVPD basis set.

* structure (SMILES): N[C@@H](C[O-])C[S-]
* orbital gap: 4.9 eV
* energy above the lowest of the compared OMol25 structures with the same formula, charge and spin: 34.1 kcal/mol
* charge: -2
* spin multiplicity: 1

Positions of all 13 atoms, in Å:
C (0.419, -0.981, -1.316)
O (1.576, -1.300, -1.763)
C (0.613, 0.370, -0.482)
C (-0.746, 1.037, 0.098)
S (-1.678, 0.322, 1.398)
N (1.510, 0.253, 0.677)
H (-0.415, -1.020, -2.147)
H (-0.126, -1.762, -0.765)
H (0.973, 1.149, -1.283)
H (-1.497, 0.924, -0.753)
H (-0.561, 2.071, 0.283)
H (1.157, -0.441, 1.325)
H (2.436, 0.007, 0.537)

***

Here is 2 unconnected molecules or ions with the total composition C2H8O5Si in a non-equilibrium geometry from OMol25. Energies are from ωB97M-V with the def2-TZVPD basis set.

* orbital gap: 9.3 eV
* energy above the lowest of the compared OMol25 structures with the same formula, charge and spin: 165.5 kcal/mol
* spin multiplicity: 1

Positions of all 16 atoms, in Å:
C (-1.493, -0.321, 0.105)
C (-1.258, 1.125, 0.461)
O (-2.828, -0.536, -0.072)
O (-0.969, -1.099, 1.128)
O (-0.637, -0.535, -0.971)
O (2.127, -0.454, -0.793)
O (-2.276, 1.877, 0.246)
Si (3.132, 0.435, 0.093)
H (-3.020, -1.459, -0.298)
H (-0.112, -0.705, 1.393)
H (-1.103, -0.788, -1.820)
H (1.222, -0.507, -0.407)
H (-3.046, 1.336, 0.027)
H (3.646, 1.428, -0.849)
H (2.323, 0.853, 1.305)
H (4.294, -0.651, 0.453)

***

Here is a molecular structure, C7H11N4O in a non-equilibrium geometry from OMol25. Energies are from ωB97M-V with the def2-TZVPD basis set.

* orbital gap: 8.1 eV
* energy above the lowest of the compared OMol25 structures with the same formula, charge and spin: 59.8 kcal/mol
* charge: +1
* spin multiplicity: 1

Positions of all 23 atoms, in Å:
C (1.306, -0.257, 0.303)
C (1.888, 1.625, -0.630)
C (2.614, -0.217, 0.189)
C (-2.477, -0.187, -0.167)
C (-2.400, 0.598, 1.093)
C (-0.585, 1.078, -0.211)
C (3.513, -1.402, 0.424)
N (3.022, 0.971, -0.298)
N (0.795, 0.893, -0.188)
N (-1.400, 0.075, -0.832)
N (-3.404, -1.029, -0.610)
O (-1.091, 1.135, 1.142)
H (0.554, -1.023, 0.678)
H (1.871, 2.537, -1.138)
H (-3.261, 1.312, 0.978)
H (-2.581, 0.000, 1.898)
H (-0.850, 2.272, -0.906)
H (3.437, -1.664, 1.500)
H (3.140, -2.396, 0.165)
H (4.490, -1.300, -0.003)
H (-1.152, -0.259, -1.842)
H (-4.223, -1.246, -0.042)
H (-3.205, -1.513, -1.504)

***

Here is 2 unconnected molecules or ions with the total composition H2O5P2 in a non-equilibrium geometry from OMol25. Energies are from ωB97M-V with the def2-TZVPD basis set.

* orbital gap: 6.1 eV
* energy above the lowest of the compared OMol25 structures with the same formula, charge and spin: 68.8 kcal/mol
* charge: -2
* spin multiplicity: 1

Positions of all 9 atoms, in Å:
O (-1.825, 0.978, 1.636)
O (2.318, -1.126, 0.682)
O (0.783, 0.872, 0.890)
O (0.473, -1.916, -2.308)
O (-0.774, 0.220, -2.073)
P (0.525, -0.496, -1.802)
P (0.953, -0.549, 0.401)
H (-0.815, 0.755, 1.827)
H (-1.639, 1.263, 0.748)